15
Properties=species:S:1:pos:R:3:forces:R:3:lowdin_charge:R:1 method="wB97M-V/def2-TZVPD" homo_ev=-8.8 lumo_ha=-0.0468 relative_energy_kcal_mol=121.27 gap_ev=7.5
C 0.9505 -0.2918 0.8569 1.48 -1.41 5.05 -0.342
C 0.7944 0.2095 -0.5130 2.09 0.80 -0.11 -0.871
C -0.4188 0.9363 -0.7493 -2.14 2.20 3.22 -0.379
C -1.3628 1.3386 0.2106 0.96 1.37 -0.32 -0.018
H -1.2217 -2.6072 -0.7343 -0.28 -0.98 -0.24 -0.161
H -1.2374 -0.6675 -1.2673 -0.47 -2.13 1.40 -0.047
H 2.8646 -0.6291 0.5152 1.63 -0.06 -2.64 -0.049
H 0.1894 -1.2236 1.0497 3.85 2.56 -0.02 0.013
H 0.5187 0.4137 1.6939 1.13 -0.69 -1.84 0.141
H -0.6735 1.1855 -1.7513 -0.05 0.10 -0.80 0.092
H -1.3850 1.4103 1.4197 0.45 -0.67 -3.34 0.130
H -2.2022 1.8841 -0.2914 0.57 -0.55 0.89 0.072
O 2.3712 -0.6130 1.2861 -4.21 0.64 1.78 -0.101
S -1.1930 -1.4593 -0.0937 -4.11 -1.16 -3.57 0.727
S 2.0057 0.1134 -1.6318 -0.90 -0.02 0.54 0.794

13
Properties=species:S:1:pos:R:3:forces:R:3:lowdin_charge:R:1 method="wB97M-V/def2-TZVPD" charge=+1 homo_ev="-14.2 / -13.6" lumo_ha="-0.1860 / -0.2657" relative_energy_kcal_mol=84.69 gap_ev="9.1 / 6.3"
C -0.4763 0.3402 -1.9313 -0.76 1.02 0.32 -0.241
C -1.5470 0.2823 -1.1445 -1.49 -1.24 -0.27 -0.183
C 0.4344 1.9610 0.4061 3.70 -0.50 0.75 -0.242
C 0.6192 -2.5071 1.2646 -1.43 0.72 1.80 0.184
P 0.0195 0.2840 -0.2604 -0.47 -0.73 0.36 1.006
H -0.2446 0.7096 -2.9087 0.29 -0.56 -0.54 0.088
H -2.7206 0.1217 -1.2333 2.82 0.74 0.46 0.149
H 1.6147 2.1387 0.6861 -2.90 -0.97 -0.66 0.126
H -0.1198 2.0468 1.3328 -0.36 0.67 -0.17 0.037
H 0.2988 2.5929 -0.4586 -0.74 0.58 0.21 0.039
H 0.7993 -3.2939 0.5995 -0.66 -0.93 -1.39 -0.001
H -0.2190 -2.5007 2.0220 0.81 0.08 -1.45 0.055
H 1.5416 -2.1754 1.6258 1.18 1.12 0.60 -0.019

14
Properties=species:S:1:pos:R:3:forces:R:3:lowdin_charge:R:1 method="wB97M-V/def2-TZVPD" homo_ev="-6.6 / -6.6" lumo_ha="-0.0546 / -0.0553" relative_energy_kcal_mol=135.18 gap_ev="5.1 / 5.1"
C 0.3191 -0.1163 -0.1447 -3.60 -0.67 -0.49 -0.289
C -0.9780 0.0672 -0.5024 1.11 0.93 -0.57 -0.191
C 1.2662 0.8630 -0.2103 4.85 -1.58 2.38 -0.397
C -2.0164 -0.8921 -0.1306 -0.84 -1.53 -0.86 -0.138
P 5.3113 -0.4780 -0.1926 -1.08 0.46 -0.33 0.184
P 3.0390 0.5387 0.1201 0.31 1.93 0.92 0.510
H 0.3776 -1.0138 0.4296 1.08 -0.68 0.29 0.096
H -1.3093 1.0280 -0.9312 0.26 -0.52 -0.02 0.112
H 1.2475 1.6934 -0.8011 -0.53 2.12 -1.70 0.000
H -2.9104 -0.8153 -0.8002 0.79 -0.39 0.37 0.083
H -2.3743 -0.6057 0.8257 -0.62 0.03 1.22 0.055
H -1.6403 -1.9680 -0.0538 -0.54 1.41 -0.24 0.102
H 3.3523 -0.0308 1.4092 -1.01 0.21 -0.41 -0.100
H 3.4425 1.9531 0.4256 -0.19 -1.72 -0.57 -0.025

13
Properties=species:S:1:pos:R:3:forces:R:3:lowdin_charge:R:1 method="wB97M-V/def2-TZVPD" homo_ev=-8.5 lumo_ha=-0.0006 relative_energy_kcal_mol=95.49 gap_ev=8.5
C -0.0146 1.0104 -1.2361 1.88 -0.94 0.47 -0.096
C 0.8949 0.5409 0.1943 -1.24 -1.13 -1.75 -0.246
C -0.3272 0.0823 0.9364 0.46 -0.08 1.55 -0.924
C -0.5260 -1.2912 0.4892 -2.86 -2.24 -1.36 -0.211
H 0.1624 -0.0714 -2.0155 -1.35 3.75 2.38 0.129
H 0.6611 1.8887 -1.7388 -2.34 -1.92 1.18 0.074
H -1.2524 1.3360 -0.6677 4.08 -1.06 -2.66 0.176
H 1.6481 -0.3668 0.0712 -1.84 1.74 -0.36 0.134
H 1.5104 1.2553 0.6559 0.19 1.70 0.35 0.060
H -0.3522 -1.5830 -0.6656 -1.42 1.21 2.21 0.121
H 0.3822 -1.7738 0.7345 0.75 -1.06 1.47 0.052
H -1.4952 -1.6749 1.0404 2.10 0.01 -1.65 0.101
S -1.2914 0.6475 2.2018 1.59 0.03 -1.83 0.630

13
Properties=species:S:1:pos:R:3:forces:R:3:lowdin_charge:R:1 method="wB97M-V/def2-TZVPD" homo_ev=-9.1 lumo_ha=0.0375 relative_energy_kcal_mol=9.38 smiles="C=C[C@H](C)S" gap_ev=10.1
C -0.8290 1.3325 -0.0210 0.40 1.26 -0.81 -0.141
C -0.4357 -0.1201 -0.3505 -0.69 2.04 -1.01 -0.788
C 0.7252 -0.6083 0.3697 0.33 0.01 0.87 -0.272
C 1.8449 -0.8890 -0.2429 1.31 -0.16 -0.42 0.010
H -1.0775 1.4883 1.0130 -0.40 -0.32 0.62 0.058
H -1.6657 1.7410 -0.6414 0.56 -0.70 0.47 0.083
H 0.0107 2.0511 -0.1628 -0.21 -0.66 -0.20 0.084
H -0.1572 -0.1526 -1.4106 -0.38 -0.08 0.03 0.099
H -1.9241 -0.9982 1.1565 -0.16 -0.02 0.41 -0.134
H 0.6754 -0.6878 1.4440 -0.29 -0.47 0.28 0.107
H 2.0425 -0.5583 -1.2609 -0.27 -0.53 -0.08 0.069
H 2.6433 -1.4114 0.2609 0.29 0.29 0.15 0.056
S -1.8528 -1.1873 -0.1539 -0.49 -0.67 -0.31 0.769

14
Properties=species:S:1:pos:R:3:forces:R:3:lowdin_charge:R:1 method="wB97M-V/def2-TZVPD" homo_ev=-9.0 lumo_ha=-0.0128 relative_energy_kcal_mol=34.98 smiles="CC[C@H](S)C=S" gap_ev=8.6
C 0.0311 -1.2020 1.0652 0.51 0.04 0.85 -0.092
C 0.7979 -0.0871 0.3950 -0.09 -1.08 -0.20 -0.304
C -0.0042 0.4183 -0.7195 -2.33 0.60 -1.64 -0.775
C -1.4078 0.8620 -0.2252 2.97 3.04 1.36 -0.749
H -0.0826 -2.0054 0.3781 -0.15 -0.79 -0.66 0.076
H 0.5151 -1.6036 1.9427 0.34 -0.03 0.28 0.076
H -0.9595 -0.9070 1.3618 -0.29 0.19 0.21 0.044
H 1.0071 0.7568 0.9702 0.54 1.16 1.63 0.093
H 1.7231 -0.4290 -0.0353 0.57 -0.33 0.10 0.106
H -0.3531 -0.3593 -1.3490 0.44 -1.17 -0.98 0.061
H 1.9966 0.9765 -2.0218 -0.54 0.00 0.28 -0.129
H -1.3336 1.7641 0.4728 -0.22 -0.96 -0.83 0.090
S 0.8464 1.6584 -1.7759 -0.14 0.19 0.19 0.735
S -2.7766 0.1574 -0.4590 -1.61 -0.87 -0.59 0.768

15
Properties=species:S:1:pos:R:3:forces:R:3:lowdin_charge:R:1 method="wB97M-V/def2-TZVPD" homo_ev=-8.6 lumo_ha=-0.0053 relative_energy_kcal_mol=55.37 smiles="CCSC(=S)SC" gap_ev=8.4
C 0.8705 1.7767 -0.9763 1.09 -1.62 0.36 -1.437
C 2.0974 -1.5100 0.5257 -1.16 1.03 -2.38 -0.368
C -2.1229 0.2484 0.6438 -1.57 -2.51 2.01 -0.188
C -1.2776 0.0087 -0.5250 0.55 1.14 -2.04 -0.495
S 1.9441 2.8703 -1.4036 -0.52 0.25 0.06 0.623
S 2.1027 0.2685 -0.2642 0.71 0.17 -0.03 0.615
S -0.8016 1.6693 -1.1746 0.06 -0.17 -0.27 0.895
H 2.7933 -1.4266 1.3250 0.76 -0.09 0.35 -0.001
H 2.3076 -2.2535 -0.2942 -0.06 0.80 1.15 0.043
H 1.1185 -1.6181 0.9262 -0.74 -0.63 0.44 -0.019
H -1.7205 1.0251 1.1891 0.99 1.78 1.32 0.023
H -3.1831 0.5831 0.4632 0.99 -0.92 -0.08 0.102
H -2.0063 -0.6413 1.3761 -0.93 1.15 -1.21 0.116
H -1.7580 -0.4505 -1.3658 -0.65 -0.29 -0.39 0.067
H -0.3640 -0.5500 -0.4453 0.48 -0.09 0.72 0.025

16
Properties=species:S:1:pos:R:3:forces:R:3:lowdin_charge:R:1 method="wB97M-V/def2-TZVPD" homo_ev="-7.4 / -7.5" lumo_ha="0.0016 / -0.0069" relative_energy_kcal_mol=102.32 gap_ev="7.4 / 7.3"
C 0.7617 -0.9102 0.8453 0.30 0.11 -1.40 -0.270
C 0.7381 -0.3773 -0.3494 -0.96 1.79 -0.94 -0.570
C 1.7911 -1.9029 1.2196 1.07 -0.55 3.21 -0.121
C -1.2980 1.2211 -0.3893 0.74 -0.80 0.29 -1.487
S 1.6923 -0.1247 -1.7497 -2.39 -0.05 -1.06 0.694
S -0.8764 2.8100 0.2275 0.45 0.42 0.67 0.656
S -1.6264 1.3331 -2.1104 -0.14 -0.63 -0.44 0.651
S -2.4208 0.3266 0.6612 0.15 0.10 -0.51 0.670
H -0.0892 -0.5626 1.3881 -0.29 -0.33 1.24 0.032
H 2.0287 -2.6097 0.4955 -0.04 -1.10 -1.90 0.043
H 1.5887 -2.5538 2.1143 -0.42 0.84 -0.61 0.088
H 2.7985 -1.5155 1.4702 -0.56 0.56 -0.09 0.085
H 0.5068 0.0264 -2.6819 2.06 -0.16 1.61 -0.091
H -1.6050 2.8418 1.3652 0.09 -0.19 -0.21 -0.130
H -1.3329 2.6286 -2.2571 0.00 0.07 -0.04 -0.139
H -2.6572 -0.6310 -0.2491 -0.05 -0.10 0.17 -0.111

14
Properties=species:S:1:pos:R:3:forces:R:3:lowdin_charge:R:1 method="wB97M-V/def2-TZVPD" homo_ev="-7.3 / -8.2" lumo_ha="0.0083 / 0.0114" relative_energy_kcal_mol=89.97 gap_ev="7.5 / 8.5"
C 0.2501 0.9790 -0.3849 1.83 -0.98 0.71 0.068
C -0.4536 0.3027 0.5031 -0.73 1.29 -2.24 -0.338
C 2.6834 0.0370 -0.1126 -1.39 2.57 1.31 -0.575
C -1.9393 0.4527 0.3786 1.16 -4.29 0.91 -0.479
Se 2.4000 -1.6846 0.1747 -0.16 -2.67 -2.38 0.766
Se -2.7494 -1.3111 -0.3314 -0.20 0.58 0.09 0.661
H 0.0082 1.6149 -1.2366 -0.07 -0.18 0.37 0.053
H -0.0785 -0.3182 1.2793 0.50 -0.49 0.45 0.060
H 2.7617 0.4886 -1.0372 0.48 0.42 -1.79 -0.040
H 2.8800 0.6929 0.7283 0.09 -0.30 0.02 0.002
H -2.2839 0.4585 1.3538 -1.39 0.78 1.69 0.025
H -2.1831 1.1707 -0.2765 -1.19 2.69 -1.88 0.007
H 2.3314 -2.0524 -1.4286 0.03 0.43 2.62 -0.033
H -4.2399 -1.0479 -0.2187 1.06 0.16 0.10 -0.178

13
Properties=species:S:1:pos:R:3:forces:R:3:lowdin_charge:R:1 method="wB97M-V/def2-TZVPD" homo_ev=-8.4 lumo_ha=-0.0300 relative_energy_kcal_mol=80.13 gap_ev=7.6
C -1.3579 -1.1352 1.0147 0.21 0.77 -1.24 -0.136
C -2.5759 -0.7065 0.7066 -1.24 -0.82 0.37 -0.490
C 2.3020 0.6141 -1.3788 1.76 -1.38 -0.45 -0.100
C 2.4076 0.5575 -0.0595 -0.98 0.19 1.53 -0.107
Si -2.8633 0.3921 -0.8249 -0.15 -0.53 0.18 0.694
H -1.0370 -1.7485 1.8187 -0.17 -0.66 0.62 0.037
H -0.5700 -0.8350 0.3277 0.44 0.12 0.32 0.021
H -3.4539 -1.1455 1.2577 0.80 0.65 -0.29 0.047
H 2.7666 -0.2397 -1.8622 -0.38 0.00 -0.73 0.036
H 2.0531 1.4765 -2.0277 -0.14 -0.56 0.97 0.064
H 1.9899 1.4278 0.3929 -0.06 0.62 0.96 0.021
H 2.6903 -0.2474 0.7309 -0.24 1.14 -2.28 0.093
H -2.3514 1.5897 -0.0962 0.15 0.48 0.03 -0.180

14
Properties=species:S:1:pos:R:3:forces:R:3:lowdin_charge:R:1 method="wB97M-V/def2-TZVPD" homo_ev=-9.3 lumo_ha=0.0234 relative_energy_kcal_mol=30.04 smiles=CCB1CC1 gap_ev=10.0
B -0.2109 -0.5432 0.3262 2.21 0.85 -1.03 -0.233
C -1.1876 0.2852 1.1319 -1.57 2.33 -0.85 -0.122
C -0.7828 -1.0487 1.6252 0.30 -0.49 -0.32 -0.091
C 0.8217 0.8358 -1.5893 -1.68 0.17 -1.11 -0.157
C 0.9807 -0.4366 -0.7714 -1.00 0.62 1.07 -0.170
H -1.3382 1.2017 1.7062 1.21 -0.10 0.25 0.088
H -2.0872 0.3998 0.5061 -0.18 -1.07 -0.05 0.103
H -1.4892 -1.8093 1.7883 -0.49 -1.07 0.51 0.070
H 0.0857 -0.9485 2.2623 -0.05 -0.40 0.77 0.108
H 0.9134 1.7833 -1.0934 0.32 0.19 1.08 0.060
H 1.5421 0.9213 -2.4054 -0.39 -0.31 -0.32 0.068
H -0.2581 0.8892 -1.9012 1.13 -0.05 -0.62 0.084
H 1.1416 -1.3056 -1.4208 0.04 0.13 0.38 0.091
H 1.8689 -0.2244 -0.1647 0.15 -0.78 0.23 0.101

20
Properties=species:S:1:pos:R:3:forces:R:3:lowdin_charge:R:1 method="wB97M-V/def2-TZVPD" charge=-1 homo_ev=-3.2 lumo_ha=0.1114 gap_ev=6.2
O 1.8502 2.1561 1.6656 0.07 -0.12 -4.92 -0.028
C 1.7862 2.0752 0.4334 -1.98 -0.62 3.68 -0.710
Br 3.3556 2.7698 -0.6401 -0.21 -0.14 0.10 0.485
C 0.5473 1.5002 -0.4064 1.00 1.91 -0.53 -0.206
B -0.1807 0.1843 0.2661 0.54 1.47 -1.18 -0.778
C -1.5821 -0.0957 -0.5887 0.18 -1.28 0.92 -0.209
C -2.6459 -0.7468 0.4221 0.11 -0.17 -1.45 -0.219
F -3.1585 0.2487 1.3438 0.44 -1.31 -1.16 -0.135
P 0.8299 -1.4462 0.1842 -1.48 -2.89 1.03 0.865
O 2.1142 -1.4965 1.3398 1.03 0.33 -1.79 -0.388
O 1.3622 -1.8139 -1.4175 1.04 0.00 0.90 -0.385
H 0.8571 1.3742 -1.4998 -0.23 0.21 1.48 0.088
H -0.2402 2.3502 -0.3983 1.32 -0.99 0.09 0.114
H -0.4037 0.4576 1.4066 0.06 -0.38 0.43 0.075
H -1.3258 -0.9097 -1.3684 -0.83 1.30 0.81 0.087
H -1.9336 0.8724 -1.0747 0.03 -1.42 0.52 0.094
H -2.1960 -1.6177 1.0189 -0.46 1.54 -0.72 0.101
H -3.5030 -1.1866 -0.2126 0.74 0.88 1.31 0.101
H 2.9129 -1.8958 0.9158 -0.89 0.49 0.55 0.031
H 1.5537 -2.7798 -1.3897 -0.48 1.18 -0.08 0.018

16
Properties=species:S:1:pos:R:3:forces:R:3:lowdin_charge:R:1 method="wB97M-V/def2-TZVPD" homo_ev=-8.9 lumo_ha=0.0164 relative_energy_kcal_mol=3.30 smiles=SB1CCC[C@@H]1S gap_ev=9.4
B 0.9174 0.5780 0.3247 -0.05 -0.12 -1.07 -0.892
C 0.5180 0.7390 -1.2046 -1.98 0.67 -1.79 -0.157
C -0.5616 -0.4135 -1.4287 2.72 -0.64 2.25 -0.210
C -1.0964 -0.5854 0.0202 0.02 -0.91 -1.37 -0.268
C 0.1455 -0.6702 0.9379 -0.49 -1.56 1.24 -0.582
S 1.8762 1.6749 1.2658 1.38 1.97 0.02 0.828
S -0.4173 -0.4831 2.7424 0.65 0.59 -0.46 0.678
H -0.0793 1.7514 -1.4543 1.61 -1.90 0.80 0.148
H 1.2928 0.6239 -1.9960 -0.17 0.45 0.79 0.097
H -1.3078 -0.1854 -2.1276 -1.00 0.26 -1.03 0.079
H -0.0114 -1.3539 -1.6957 -0.58 0.70 -0.13 0.119
H -1.5100 0.4256 0.2132 -0.77 -0.95 0.43 0.115
H -1.7702 -1.4965 0.0457 0.32 1.44 0.54 0.133
H 0.7179 -1.6855 0.9517 -0.93 1.82 -0.58 0.130
H 2.3247 2.7216 0.3698 -0.91 -1.76 0.96 -0.058
H -1.0383 -1.6409 3.0355 0.18 -0.07 -0.59 -0.159

16
Properties=species:S:1:pos:R:3:forces:R:3:lowdin_charge:R:1 method="wB97M-V/def2-TZVPD" homo_ev=-8.6 lumo_ha=0.0262 relative_energy_kcal_mol=16.73 smiles=P[C@H]1CCP(Br)C1 gap_ev=9.3
C 0.3989 0.3013 -1.0714 0.51 1.71 -2.12 -0.425
C 1.6591 -0.2982 -0.5507 3.34 -0.24 -0.91 -0.503
C -0.2656 -0.5814 1.3140 0.78 3.60 -3.83 -0.349
C -0.6875 -0.4474 -0.4389 -2.09 -0.25 4.27 -0.525
P 1.6293 -0.3218 1.3199 -0.87 -0.88 -0.68 0.545
P -2.3911 0.4723 -0.4901 3.45 1.90 -3.78 0.835
Br 1.8484 1.8683 1.5980 -0.16 0.38 0.18 0.234
H 0.4260 1.3939 -0.9198 -0.39 -0.35 0.45 0.081
H 0.2881 0.2399 -2.1911 0.34 -0.25 0.87 0.129
H 1.8181 -1.2972 -0.9956 -0.52 -0.20 0.74 0.079
H 2.6756 0.1368 -0.9243 -1.87 0.03 0.78 0.104
H -0.8115 0.2606 1.8156 0.61 -1.06 -0.27 0.034
H -0.5099 -1.5181 1.6510 -0.67 -2.20 1.00 -0.001
H -0.7179 -1.4473 -0.8893 -0.33 0.12 0.38 0.089
H -2.1341 1.3736 0.5283 0.35 0.53 0.31 -0.118
H -3.2256 -0.1351 0.2445 -2.48 -2.85 2.62 -0.209

21
Properties=species:S:1:pos:R:3:forces:R:3:lowdin_charge:R:1 method="wB97M-V/def2-TZVPD" homo_ev="-8.2 / -8.1" lumo_ha="-0.0411 / -0.0166" relative_energy_kcal_mol=62.41 gap_ev="7.1 / 7.7"
C 0.6431 -1.0079 0.3897 0.70 -2.78 0.00 -0.103
C 0.7451 1.4270 0.2144 -0.70 -0.60 -2.69 -0.054
C -1.9799 -0.6457 -1.0454 0.78 0.44 2.15 -0.115
C -3.7086 1.3785 1.3822 -0.01 1.10 1.07 -0.783
N 0.1858 0.1768 -0.3367 -0.74 -0.25 0.56 -0.284
N -1.1483 0.3697 -0.4844 1.26 1.36 1.35 -0.067
F -4.2213 0.9141 0.2709 -0.58 -1.01 -1.32 0.093
F -4.7408 1.4559 2.2580 0.13 -0.04 0.21 0.060
F -3.3708 2.6664 1.0828 0.27 0.03 0.36 0.049
Si -2.1402 0.4565 2.0858 0.00 -1.02 -2.81 -0.073
Cl -1.8995 1.2979 3.8493 0.39 0.91 1.58 0.364
Cl -2.6971 -1.5125 2.4694 -0.18 0.07 -0.11 0.249
H 1.7508 -1.0570 0.6785 -1.55 0.97 -0.43 0.108
H 0.0139 -1.2432 1.3278 0.67 0.88 -1.09 0.062
H 0.5857 -1.9663 -0.2275 -0.35 1.31 0.50 0.095
H -0.0206 2.1300 -0.1232 0.72 0.52 0.31 0.090
H 0.7237 1.2855 1.2394 0.07 0.20 2.47 0.035
H 1.7551 1.6161 -0.1582 -0.23 0.01 0.07 0.095
H -1.8655 -0.6252 -2.0646 0.30 0.10 -2.73 0.069
H -1.6693 -1.5809 -0.6853 -0.26 -1.79 0.49 0.054
H -2.9680 -0.3393 -0.7931 -0.71 -0.42 0.05 0.058

Number 1: E -27990.4420 eV. Number 2: E -13553.4889 eV. Number 3: E -22848.5861 eV. Number 4: E -15108.2447 eV. Number 5: E -15111.9790 eV. Number 6: E -25946.8969 eV. Number 7: E -36780.8492 eV. Number 8: E -47613.9977 eV. Number 9: E -134964.1074 eV. Number 10: E -12150.6624 eV. Number 11: E -4967.9884 eV. Number 12: E -93162.8101 eV. Number 13: E -26640.6895 eV. Number 14: E -92912.7711 eV. Number 15: E -48348.2525 eV.